Record 1
16
Properties=species:S:1:pos:R:3:forces:R:3:mulliken_charge:R:1 method="wB97M-V/def2-TZVPD" total_energy_ha=-598.09939 smiles="CN(C)B=S.C" lumo_energy_ev=0.509 e_homo_ev=-8.9 charge=0 de_lowest_ev=0.0000 orbital_gap_ha=0.3444
C -3.4674 0.8966 0.0869 3.84 -1.00 0.00 -0.995
B 0.2625 -1.4170 -0.5901 0.56 1.24 0.19 0.210
N 1.2249 -0.4974 -0.2166 0.71 -0.29 -2.67 0.156
H 1.9364 1.1423 0.8715 -0.48 -0.48 0.08 0.240
C 2.5511 -0.4089 -0.8010 1.20 -2.90 1.41 -0.904
H 2.6525 -0.9588 -1.7236 0.04 -0.20 -0.17 0.358
C 1.2934 0.2473 0.9580 -2.93 1.04 2.55 -0.808
H 0.2304 0.5216 1.2854 1.48 0.07 -0.35 0.211
H -3.3805 -0.1815 0.1590 -0.08 -0.23 -0.10 0.202
H -2.8276 1.2167 -0.7447 -0.76 -0.09 -0.35 0.225
S -0.9763 -2.3196 -1.0720 -0.38 -0.56 -0.13 -0.470
H -2.8863 1.2891 0.9152 -0.52 0.21 0.60 0.241
H -4.4482 1.1698 0.0568 -2.47 1.10 -0.15 0.324
H 2.9318 0.5597 -0.9005 -0.16 1.85 -0.53 0.306
H 1.6264 -0.4420 1.7103 0.74 0.17 1.01 0.401
H 3.2768 -0.8179 0.0052 -0.79 0.06 -1.38 0.300



Record 2
17
Properties=species:S:1:pos:R:3:forces:R:3:lowdin_spin:R:1 method="wB97M-V/def2-TZVPD" total_energy_ha=-3011.72754 lumo_energy_ev="-11.994 / -12.104" e_homo_ev="-18.1 / -18.1" charge=+2 s2=0.754 multiplicity=2 orbital_gap_ha="0.2243 / 0.2196"
H -0.0030 1.1611 -2.6631 -0.27 -0.19 -0.06 0.005
Br -0.0593 -1.4867 2.9453 0.59 -0.11 1.50 0.000
C -1.5883 -0.5457 -0.9461 -0.76 -0.76 0.31 0.186
C -0.1405 0.0298 -0.7982 3.94 0.30 -1.88 0.197
H 1.5913 1.6740 1.6858 0.50 0.10 -0.09 0.000
H 0.3276 -0.6020 -2.8191 -0.48 0.09 -0.18 0.005
H 0.2711 1.3906 2.3703 -0.28 -0.08 0.30 0.000
H -2.2659 0.1936 -1.3730 0.34 0.19 0.17 0.007
H 1.5541 0.4373 -2.3318 0.12 0.17 1.11 0.007
O 0.8265 2.1076 2.0642 -0.20 -0.10 -0.22 0.004
H -1.8085 -0.7798 0.0954 -0.67 -0.23 -0.26 0.005
Cd 1.2181 -1.5227 5.1638 -0.65 0.03 -1.13 0.001
C 0.4800 0.2926 -2.2153 -0.85 0.02 -0.12 0.045
O 0.7364 -0.8726 -0.2236 -0.93 0.11 -0.92 0.482
H -1.5067 -1.4138 -1.6003 -0.09 -0.02 0.22 0.006
H -0.2143 0.8441 -0.0774 -0.47 0.63 0.17 0.044
H 0.5815 -0.9073 0.7232 0.16 -0.14 1.08 0.007



Record 3
19
Properties=species:S:1:pos:R:3:forces:R:3:mulliken_charge:R:1 method="wB97M-V/def2-TZVPD" total_energy_ha=-1337.79555 lumo_energy_ev=3.098 e_homo_ev=-5.0 charge=-1 orbital_gap_ha=0.2992
C 2.7177 0.5951 0.1567 0.03 -0.05 0.04 -1.134
O -3.8835 -0.6005 -0.1236 -0.06 -0.21 -0.03 -0.507
H 0.9358 -2.0077 -1.0439 -0.02 0.00 0.02 0.316
C 2.4158 -0.8973 0.0517 -0.01 0.00 0.01 -0.370
H 0.0157 1.9381 -0.7718 -0.04 0.04 0.10 -0.378
H -1.0612 -0.1591 -2.4778 0.01 0.01 0.05 -0.382
H -2.8021 2.3808 0.6888 -0.24 -0.09 -0.08 0.302
H -4.5570 -0.0026 -0.4665 0.08 0.02 0.04 0.289
H 3.7592 0.7551 0.4531 -0.01 -0.01 -0.01 0.381
H 2.0762 1.0669 0.9024 -0.01 0.02 -0.01 0.280
In -0.5443 0.2741 -0.8440 -0.02 -0.08 -0.28 0.714
H 2.7219 -1.3712 0.9876 0.02 -0.05 -0.05 0.300
C 0.9501 -1.2821 -0.2325 0.06 0.13 -0.04 -0.330
P -2.6747 0.2220 0.6102 0.01 -0.09 0.28 0.500
Cl 0.2986 -2.2481 1.1706 -0.03 -0.02 0.06 -0.273
O -2.5421 -0.1393 2.0434 -0.10 0.10 -0.19 -0.621
H 3.0490 -1.3318 -0.7312 0.00 0.03 0.01 0.235
O -3.4294 1.6946 0.4165 0.39 0.26 0.07 -0.572
H 2.5542 1.1131 -0.7897 -0.05 -0.01 0.03 0.251



Record 4
20
Properties=species:S:1:pos:R:3:forces:R:3:lowdin_spin:R:1 method="wB97M-V/def2-TZVPD" total_energy_ha=-1859.32987 lumo_energy_ev="-9.883 / -8.655" e_homo_ev="-11.9 / -11.9" charge=+1 s2=0.955 multiplicity=2 orbital_gap_ha="0.0747 / 0.1201"
H -1.1188 -0.4507 1.7864 -0.89 -0.22 0.22 0.000
H 3.3711 -2.3743 -0.6756 0.08 0.02 0.07 0.000
C 3.6841 -1.4798 -1.2122 0.09 -0.28 -0.64 0.000
H 2.8406 0.0016 0.2042 0.21 -0.35 0.03 -0.003
Cl -0.9970 1.4919 -0.8238 -1.91 1.72 -2.24 -0.096
V -2.4283 2.7102 -2.5433 6.12 -0.85 -1.05 1.591
O 1.4652 -0.7665 -1.1399 -0.26 -0.03 0.01 -0.032
H 3.5355 -1.6675 -2.2789 -0.17 -0.14 0.05 0.000
O -3.7221 -0.0891 3.5101 -0.76 0.65 -1.32 -0.002
O -1.2534 3.0035 -3.5967 -4.02 -0.69 3.01 -0.448
H 4.7643 -1.3624 -1.1296 -0.12 0.41 0.49 0.000
H -1.8217 -1.6131 2.8236 -0.31 0.95 0.24 0.000
H 0.8261 -0.0787 -0.9280 0.29 -0.03 -0.04 0.001
H -2.4913 1.0805 0.8041 -0.98 -0.49 0.55 -0.001
N -3.2756 0.8273 1.4100 -0.38 1.46 -1.27 -0.001
C 2.7950 -0.3210 -0.8440 -0.23 0.49 0.13 -0.006
C -3.0547 0.0565 2.4995 0.63 -1.95 2.06 0.000
H 3.0019 0.5841 -1.4287 0.20 -0.15 -0.14 -0.002
N -1.9134 -0.6979 2.3832 2.04 -0.65 -0.69 0.000
H -4.2076 1.1455 1.1795 0.37 0.14 0.53 0.000



Record 5
21
Properties=species:S:1:pos:R:3:forces:R:3:lowdin_spin:R:1 method="wB97M-V/def2-TZVPD" total_energy_ha=-1602.32488 lumo_energy_ev="-9.388 / -9.158" e_homo_ev="-15.5 / -15.5" charge=+2 s2=15.759 multiplicity=8 orbital_gap_ha="0.2249 / 0.2334"
O -1.2489 -0.0375 0.3959 0.00 0.69 -0.18 -0.004
H -0.3398 0.7992 -1.2644 0.59 -1.51 -0.82 -0.003
H 3.0260 0.9257 -0.3694 0.01 0.10 -0.06 0.000
H 0.9089 0.0907 1.3321 0.22 0.06 0.14 0.000
H 0.4841 2.4127 0.0000 3.06 0.07 0.75 -0.002
C -0.1300 0.0562 -0.4768 1.39 0.02 0.66 -0.007
P -2.6256 -0.5003 -0.3534 -0.52 0.06 0.55 -0.001
H -2.4389 -2.4107 0.6903 -0.17 -0.12 -0.01 0.000
C 1.0729 0.5080 0.3410 0.22 -0.41 0.09 0.000
H 2.2749 -0.4082 -1.2233 -0.06 0.05 -0.10 0.000
H 0.1414 -0.8455 -1.0194 -0.45 -0.26 0.05 0.000
O -3.7391 0.1856 0.5112 0.27 0.52 0.22 0.000
O -2.5534 0.0707 -1.7027 0.08 0.43 -0.17 -0.004
O 1.0965 1.9608 0.5550 -0.13 -0.36 0.52 -0.007
H 3.3715 -1.7421 0.1837 0.18 0.02 -0.06 0.000
O -2.7186 -2.0283 -0.1549 0.20 -0.02 -0.58 0.000
H -3.5583 0.4124 1.4361 -0.25 -0.37 0.02 0.000
C 2.4127 0.0335 -0.2332 0.26 0.23 0.13 0.000
Eu -1.1108 2.5644 -0.7637 -4.64 1.03 -1.22 7.028
H 2.5716 -1.1591 1.4652 0.04 0.09 0.13 0.000
N 3.1029 -0.8882 0.6508 -0.29 -0.33 -0.06 0.000



Record 6
17
Properties=species:S:1:pos:R:3:forces:R:3:mulliken_charge:R:1 method="wB97M-V/def2-TZVPD" total_energy_ha=-691.07785 lumo_energy_ev=-5.242 e_homo_ev=-12.8 charge=+1 de_lowest_ev=0.0218 orbital_gap_ha=0.2784
H 1.4887 2.2161 -0.9924 0.61 0.59 0.28 0.257
C 0.9600 1.2961 -1.0025 -0.80 -0.39 0.83 -0.541
H 0.2501 -3.7537 -0.0334 0.06 0.65 -0.37 0.209
H 2.6646 0.0554 -1.4272 1.54 0.53 0.35 0.351
H -1.3165 2.8151 1.1430 1.29 1.44 0.42 0.222
H -1.0172 -1.9856 -0.9739 0.21 -0.20 0.70 0.171
C 1.6599 0.1796 -1.1587 -1.45 0.80 -1.44 0.038
N -2.1483 2.3497 0.9652 -0.19 -2.85 -0.27 -0.614
H 0.1801 -0.9264 -1.8956 0.38 0.92 -0.70 0.347
O 1.0849 -1.0295 -1.5715 -1.19 -1.06 0.17 -0.453
H -0.1328 1.4312 -0.7865 0.93 -0.65 -0.55 0.217
F 0.0264 -0.6623 1.9072 0.41 0.11 -0.56 -0.140
P 0.0796 -2.3477 -0.1499 0.52 -1.05 1.31 0.186
C 0.4834 -1.7803 1.3611 -1.05 -0.60 1.21 0.001
H -2.9469 2.8872 0.7898 -0.89 1.10 -0.10 0.203
H 1.0008 -2.4186 2.1247 -0.25 0.40 -1.21 0.345
H -2.3167 1.6738 1.7007 -0.11 0.26 -0.08 0.201



Record 7
17
Properties=species:S:1:pos:R:3:forces:R:3:lowdin_spin:R:1 method="wB97M-V/def2-TZVPD" total_energy_ha=-868.69625 lumo_energy_ev="0.127 / -1.063" e_homo_ev="-6.8 / -9.2" charge=0 s2=2.009 multiplicity=3 orbital_gap_ha="0.2555 / 0.3003"
C 0.3827 0.7197 -0.5605 4.16 1.66 0.76 0.030
H 2.0535 -0.6319 -1.0615 1.25 -0.67 1.41 0.000
I -0.5323 -1.4011 4.0180 0.18 -0.15 -0.30 0.115
H -1.3487 -1.6425 0.6026 0.11 -0.34 0.21 0.019
H 0.9897 -2.9721 1.8745 0.10 1.32 0.68 0.031
C 1.3347 -0.0375 -1.5319 0.03 2.09 3.65 0.002
H -2.5220 0.4537 0.9885 -2.00 -2.38 1.06 0.002
P 1.2861 -1.5986 2.3973 0.08 -1.19 -0.09 0.782
C -1.5926 0.8253 0.7848 0.63 0.13 -1.95 0.029
H -0.0334 1.5081 -1.1169 -1.05 0.98 -0.82 0.008
H 1.8678 0.5730 -2.1800 0.64 1.63 -1.10 0.000
H 0.8555 -0.7242 -2.0384 -2.99 -3.22 -2.97 0.001
H -1.1019 1.1663 1.6131 0.77 1.29 2.59 0.011
H 1.1036 1.3886 0.1849 -1.62 -1.77 -1.14 0.027
N -0.6327 0.0032 0.1037 0.14 -1.16 -0.92 0.328
N -0.4435 -1.3235 0.2542 -1.20 0.75 -0.20 0.613
H -1.9733 1.6323 0.1961 0.77 1.03 -0.89 0.002



Record 8
14
Properties=species:S:1:pos:R:3:forces:R:3:mulliken_charge:R:1 method="wB97M-V/def2-TZVPD" total_energy_ha=-174.76866 lumo_energy_ev=-5.290 e_homo_ev=-17.0 charge=+1 de_lowest_ev=1.1675 orbital_gap_ha=0.4319
H 1.3727 -0.8635 0.7908 -0.06 -0.04 0.00 0.305
H 0.7347 0.7929 -1.6146 0.12 0.00 -0.05 0.295
H -2.3639 0.8256 0.7310 0.02 -0.02 0.02 0.260
C -0.3351 -0.7742 -1.1309 0.14 -0.04 -0.05 -0.203
H 2.6229 -0.2797 -0.3384 0.04 0.03 0.00 0.320
H -1.0332 -0.5979 -1.9406 0.00 -0.03 0.03 0.308
H 1.6653 0.8874 0.6105 0.02 -0.10 -0.04 0.318
H -0.7967 1.2865 1.4590 0.01 -0.03 -0.04 0.187
C 1.6488 -0.0757 0.0989 0.10 0.12 -0.05 -0.705
C -1.6930 0.6775 1.5770 0.06 -0.02 -0.01 -0.936
H -1.4328 -0.3780 1.6865 -0.02 0.08 -0.02 0.206
N 0.6583 0.0014 -0.9810 -0.30 0.07 0.16 0.033
H -0.4544 -1.6135 -0.4577 -0.07 0.00 0.02 0.304
H -2.1948 1.0001 2.4840 -0.06 -0.02 0.02 0.307